Entry 1:
{
  "formula": "C34H74AsOS4Si3Tl",
  "method": "the ωB97M-V functional and the def2-TZVPD basis",
  "multiplicity": 1,
  "gap_ev": 7.2,
  "lumo_energy_ev": 0.28,
  "relative_energy_kj_mol": 0.0,
  "homo_energy_ha": -0.25429,
  "elements": ["Tl", "C", "C", "C", "C", "C", "C", "C", "C", "C", "C", "C", "C", "C", "C", "C", "C", "C", "H", "H", "H", "H", "H", "H", "H", "H", "H", "H", "H", "H", "H", "H", "H", "H", "H", "H", "H", "H", "H", "H", "H", "H", "H", "H", "H", "H", "H", "C", "C", "S", "C", "C", "S", "C", "C", "S", "H", "H", "H", "H", "H", "H", "H", "H", "H", "H", "H", "H", "C", "S", "C", "O", "H", "H", "H", "H", "H", "H", "C", "Si", "C", "C", "As", "Si", "C", "C", "C", "Si", "C", "C", "C", "H", "H", "H", "H", "H", "H", "H", "H", "H", "H", "H", "H", "H", "H", "H", "H", "H", "H", "H", "H", "H", "H", "H", "H", "H", "H", "H"],
  "xyz": [[-0.3058, -0.7266, -0.6329], [-1.6305, -2.8510, -1.6174], [-1.5514, -1.9928, -2.7525], [-2.4551, -0.9062, -2.5040], [-3.0236, -1.1322, -1.2258], [-2.5345, -2.3303, -0.6782], [-2.9644, -2.9587, 0.6329], [-2.1340, -4.2075, 0.9284], [-2.7866, -1.9748, 1.7948], [-4.4448, -3.3532, 0.5425], [-2.8702, 0.3070, -3.3450], [-3.4071, -0.1083, -4.7212], [-1.7327, 1.3303, -3.4982], [-4.0159, 1.0654, -2.6558], [-0.7302, -2.4396, -3.9686], [-1.6249, -3.2478, -4.9233], [0.4120, -3.3674, -3.5175], [-0.0418, -1.3095, -4.7412], [-1.1013, -3.7831, -1.5012], [-3.7602, -0.5025, -0.7502], [-1.0702, -3.9604, 0.9735], [-2.2677, -4.9677, 0.1563], [-2.4312, -4.6413, 1.8868], [-1.7339, -1.6989, 1.9122], [-3.1268, -2.4168, 2.7361], [-3.3550, -1.0580, 1.6278], [-4.6034, -4.0555, -0.2779], [-5.0683, -2.4765, 0.3580], [-4.7792, -3.8231, 1.4719], [-2.6583, -0.5914, -5.3422], [-3.7702, 0.7697, -5.2626], [-4.2404, -0.8043, -4.6028], [-0.8418, 0.9096, -3.9569], [-1.4546, 1.7081, -2.5117], [-2.0634, 2.1808, -4.1038], [-4.8869, 0.4258, -2.5064], [-4.3169, 1.9088, -3.2818], [-3.7086, 1.4630, -1.6856], [-2.0408, -4.1110, -4.4002], [-1.0488, -3.6081, -5.7811], [-2.4593, -2.6550, -5.2951], [0.0470, -4.3004, -3.0883], [1.0408, -2.8690, -2.7742], [1.0323, -3.6253, -4.3803], [-0.7395, -0.6253, -5.2151], [0.5764, -1.7404, -5.5338], [0.6102, -0.7356, -4.0777], [1.6010, -3.5194, 2.6338], [2.3292, -4.4355, 1.6555], [1.6602, -4.3858, -0.0277], [3.1831, -4.2121, -0.9871], [4.0185, -2.9597, -0.7247], [3.0866, -1.4163, -0.9033], [3.4333, -0.5350, 0.6380], [3.1515, -1.2444, 1.9579], [1.4306, -1.7734, 2.1840], [2.0753, -3.6011, 3.6145], [0.5653, -3.8456, 2.7554], [2.2765, -5.4569, 2.0368], [3.3861, -4.1754, 1.6080], [2.8449, -4.2248, -2.0243], [3.8088, -5.0961, -0.8447], [4.8548, -2.9511, -1.4261], [4.4529, -2.9808, 0.2746], [2.8121, 0.3582, 0.5439], [4.4747, -0.2039, 0.6390], [3.3988, -0.5439, 2.7595], [3.7944, -2.1140, 2.0945], [3.6512, 1.4372, -3.3230], [2.0341, 1.5107, -2.5497], [1.4837, 3.0249, -3.3427], [2.2731, 1.8549, -1.1143], [4.1952, 2.3521, -3.0887], [3.5350, 1.3099, -4.3995], [4.1546, 0.5712, -2.8966], [2.1851, 3.8248, -3.1050], [0.4972, 3.2567, -2.9460], [1.4183, 2.8638, -4.4191], [-0.7292, 2.9072, 5.4126], [0.0722, 1.5039, 4.4586], [-1.1115, 0.0537, 4.5078], [1.6771, 1.0039, 5.2962], [0.6211, 1.9251, 2.2106], [-1.1877, 3.1954, 1.4194], [-0.8575, 3.5107, -0.4008], [-1.4581, 4.8401, 2.2825], [-2.7369, 2.1507, 1.5515], [2.2785, 3.5856, 2.4027], [3.9163, 2.6784, 2.5269], [2.3174, 4.6347, 0.8521], [2.0952, 4.7248, 3.8851], [-0.8351, 2.6089, 6.4599], [-1.7299, 3.1179, 5.0301], [-0.1508, 3.8307, 5.3787], [-1.3164, -0.2204, 5.5471], [-0.6869, -0.8139, 4.0034], [-2.0649, 0.2902, 4.0311], [1.4995, 0.7461, 6.3438], [2.4228, 1.8010, 5.2688], [2.0937, 0.1251, 4.7966], [-0.2274, 4.3880, -0.5559], [-1.7995, 3.6611, -0.9358], [-0.3416, 2.6492, -0.8299], [-0.5619, 5.4625, 2.2478], [-1.7316, 4.7077, 3.3302], [-2.2648, 5.3901, 1.7892], [-2.6051, 1.2099, 1.0097], [-3.5823, 2.6818, 1.1043], [-2.9974, 1.9105, 2.5843], [4.1273, 2.1854, 1.5756], [3.9009, 1.9179, 3.3113], [4.7338, 3.3717, 2.7417], [2.3641, 3.9941, -0.0306], [3.2087, 5.2690, 0.8708], [1.4459, 5.2876, 0.7716], [2.1586, 4.1857, 4.8321], [1.1421, 5.2568, 3.8638], [2.8968, 5.4690, 3.8712]],
  "atomic_forces_ev_per_a": [[-0.033, 0.104, -0.058], [0.000, -0.118, 0.005], [0.064, -0.064, -0.076], [-0.020, 0.104, -0.080], [-0.113, 0.098, 0.040], [0.063, -0.061, 0.151], [0.003, -0.017, -0.002], [-0.003, -0.004, 0.010], [0.007, 0.016, 0.001], [-0.009, -0.008, -0.007], [0.007, 0.019, 0.016], [-0.013, -0.016, 0.002], [0.016, -0.012, 0.018], [0.017, -0.003, 0.008], [0.009, 0.006, 0.010], [0.003, -0.006, 0.006], [0.003, -0.010, -0.016], [-0.018, -0.015, -0.031], [0.022, 0.013, 0.000], [0.005, 0.017, 0.003], [0.004, 0.002, -0.010], [0.001, 0.000, 0.007], [-0.001, 0.002, -0.003], [0.004, -0.003, 0.006], [-0.005, 0.002, -0.004], [-0.007, 0.020, -0.004], [-0.001, 0.001, 0.001], [0.003, -0.003, -0.001], [-0.001, 0.000, -0.001], [0.005, 0.006, 0.001], [-0.003, 0.001, 0.001], [0.006, 0.001, -0.005], [-0.025, 0.016, 0.020], [-0.005, 0.007, -0.015], [-0.001, -0.005, -0.001], [-0.002, 0.003, -0.005], [0.003, -0.001, 0.004], [-0.005, -0.008, -0.012], [0.001, 0.003, -0.003], [-0.001, -0.001, 0.002], [0.008, -0.006, 0.000], [-0.001, 0.004, 0.002], [-0.002, 0.002, 0.008], [0.000, 0.000, 0.004], [0.004, -0.017, -0.005], [0.003, -0.001, 0.001], [0.012, 0.002, 0.011], [-0.010, 0.012, 0.018], [0.004, 0.009, 0.015], [0.012, 0.001, -0.035], [-0.001, 0.014, 0.006], [0.017, -0.009, 0.001], [-0.010, -0.031, 0.008], [0.010, 0.019, 0.043], [-0.017, -0.001, 0.017], [-0.015, -0.029, -0.004], [-0.001, 0.008, -0.001], [0.014, -0.010, -0.002], [-0.009, 0.006, 0.000], [0.002, 0.000, 0.008], [-0.007, 0.004, -0.009], [0.003, 0.005, -0.010], [0.004, -0.012, 0.004], [-0.013, -0.004, -0.010], [0.015, -0.015, 0.022], [0.004, -0.002, -0.008], [0.010, -0.011, -0.016], [0.007, -0.006, -0.006], [0.008, -0.017, 0.004], [-0.016, 0.016, -0.017], [0.002, -0.010, -0.019], [-0.007, 0.025, -0.047], [-0.001, 0.000, -0.004], [-0.006, 0.007, 0.005], [-0.001, 0.016, -0.003], [0.003, -0.005, 0.004], [0.006, 0.001, -0.006], [-0.002, 0.001, 0.007], [0.017, 0.038, 0.000], [0.002, -0.013, -0.009], [-0.019, 0.006, 0.032], [-0.009, -0.007, 0.001], [0.001, -0.022, -0.018], [-0.013, 0.031, -0.015], [-0.003, -0.006, 0.006], [0.001, -0.003, 0.031], [0.000, -0.023, 0.014], [0.013, 0.035, 0.024], [-0.009, -0.032, 0.017], [-0.016, 0.000, -0.005], [-0.011, -0.014, 0.021], [0.001, 0.007, -0.001], [-0.007, -0.005, -0.010], [-0.013, -0.014, 0.003], [-0.005, 0.009, -0.005], [0.021, -0.010, -0.017], [0.007, -0.005, -0.013], [0.000, -0.008, -0.007], [-0.005, -0.009, 0.009], [-0.002, 0.013, 0.010], [0.005, -0.018, 0.002], [0.008, 0.011, -0.010], [-0.007, 0.013, 0.011], [-0.005, 0.001, -0.025], [0.004, 0.007, -0.002], [-0.003, -0.014, -0.004], [-0.009, -0.015, -0.009], [0.002, -0.009, 0.005], [0.008, 0.012, 0.003], [0.009, -0.016, -0.001], [0.013, 0.017, -0.008], [-0.003, 0.005, -0.008], [-0.016, -0.001, -0.001], [-0.003, 0.002, 0.008], [0.013, -0.005, 0.007], [0.004, 0.000, -0.003], [0.016, -0.004, 0.008], [0.002, -0.004, -0.005]]
}

=====

Entry 2:
{
  "formula": "C34H75N8O6",
  "method": "the ωB97M-V functional and the def2-TZVPD basis",
  "multiplicity": 1,
  "charge": 1,
  "gap_ev": 8.9,
  "lumo_energy_ev": -1.99,
  "relative_energy_kj_mol": 0.0,
  "homo_energy_ha": -0.40039,
  "elements": ["C", "C", "C", "N", "C", "C", "C", "C", "C", "H", "H", "H", "H", "H", "H", "H", "H", "H", "H", "H", "H", "H", "H", "H", "H", "H", "H", "C", "C", "N", "H", "H", "H", "C", "C", "N", "H", "H", "H", "C", "C", "N", "H", "H", "H", "C", "C", "N", "H", "H", "H", "C", "C", "N", "H", "H", "H", "C", "C", "N", "H", "H", "H", "C", "C", "N", "H", "H", "H", "C", "C", "O", "H", "H", "H", "H", "H", "H", "C", "C", "O", "H", "H", "H", "H", "H", "H", "C", "C", "O", "H", "H", "H", "H", "H", "H", "C", "C", "O", "H", "H", "H", "H", "H", "H", "C", "C", "O", "H", "H", "H", "H", "H", "H", "C", "C", "O", "H", "H", "H", "H", "H", "H"],
  "xyz": [[-93.1828, 30.3431, 52.4038], [-92.3405, 31.4316, 53.1348], [-90.9413, 30.8895, 53.5777], [-89.9904, 31.9516, 53.9991], [-90.6277, 32.7521, 55.0425], [-89.5079, 32.8073, 52.8873], [-88.0409, 33.3820, 53.2079], [-87.5578, 32.4509, 54.3270], [-88.7071, 31.3159, 54.5100], [-92.8333, 30.0303, 51.3707], [-94.0606, 30.8736, 52.4339], [-93.4079, 29.4112, 53.1170], [-92.9104, 31.7764, 53.9714], [-92.1737, 32.2572, 52.4503], [-90.6725, 30.2825, 52.6745], [-90.9040, 30.3552, 54.6161], [-91.2803, 33.4534, 54.6177], [-89.8627, 33.6081, 55.3996], [-91.0087, 32.3376, 55.8380], [-90.0908, 33.6864, 52.7726], [-89.4135, 32.1473, 51.9637], [-88.0406, 34.5038, 53.6574], [-87.4542, 32.9441, 52.4589], [-87.5146, 33.0727, 55.1626], [-86.4993, 31.9984, 54.2178], [-88.9313, 31.3128, 55.5673], [-88.6611, 30.3625, 54.0376], [-91.8068, 30.0753, 57.7481], [-93.0801, 30.1135, 56.9020], [-94.0914, 30.2702, 56.3181], [-91.9007, 29.4205, 58.5925], [-90.9610, 29.9193, 57.1115], [-91.5069, 31.0374, 58.2703], [-87.5657, 33.8850, 58.7949], [-88.2351, 32.5593, 58.3903], [-88.7370, 31.5349, 58.0504], [-88.3340, 34.6037, 59.1817], [-86.8675, 33.6553, 59.5170], [-87.2854, 34.2368, 57.8305], [-92.0204, 35.7701, 59.6647], [-91.8180, 34.5079, 58.7868], [-91.6585, 33.5876, 58.1157], [-91.0313, 35.9585, 60.1110], [-92.0862, 36.7683, 59.0638], [-92.7767, 35.6861, 60.1819], [-93.1995, 29.5522, 48.2971], [-93.7092, 28.0893, 48.4065], [-94.1274, 27.0129, 48.4983], [-93.5107, 30.1181, 49.1231], [-92.0735, 29.5971, 48.1529], [-93.4682, 30.0690, 47.3585], [-86.7804, 37.3422, 54.3362], [-87.2602, 36.7345, 53.0257], [-87.6846, 36.3437, 52.0540], [-86.5713, 38.4595, 54.2748], [-87.5817, 37.3564, 55.1122], [-85.8964, 36.7293, 54.7602], [-82.7094, 34.4048, 57.0628], [-84.1555, 34.5305, 56.5963], [-85.1986, 34.5998, 56.1293], [-82.8179, 33.6957, 57.7485], [-81.9969, 33.9973, 56.3169], [-82.3442, 35.4462, 57.4910], [-88.7782, 29.6296, 48.6173], [-89.8532, 29.1728, 49.7973], [-90.6306, 28.8944, 50.6145], [-87.9270, 29.1513, 48.3474], [-89.4964, 29.4353, 47.7072], [-88.8646, 30.6574, 48.8959], [-88.9231, 27.4652, 53.1672], [-88.7684, 27.2645, 54.7235], [-89.4034, 28.4141, 55.3208], [-88.4872, 28.1888, 52.6265], [-89.9216, 27.4058, 52.6413], [-88.4596, 26.5939, 52.8099], [-87.9578, 27.4184, 54.8885], [-89.1436, 26.3617, 55.1074], [-89.5588, 28.2493, 56.2695], [-94.1651, 34.9104, 55.8113], [-94.8675, 33.8651, 54.9287], [-94.6581, 34.2729, 53.5725], [-94.5319, 34.6863, 56.9174], [-94.4507, 35.9345, 55.4549], [-93.0877, 34.9433, 55.7982], [-95.9333, 33.8170, 55.1214], [-94.2536, 32.8373, 54.9665], [-95.4847, 34.4878, 53.1482], [-83.9667, 35.7219, 51.1227], [-84.2981, 34.3282, 51.5229], [-83.1828, 33.4451, 51.4231], [-83.4834, 36.4342, 51.7538], [-84.8035, 36.2753, 51.1679], [-83.5633, 35.6857, 50.1249], [-85.2780, 33.9466, 51.0134], [-84.7407, 34.3678, 52.5829], [-83.1680, 32.7775, 50.8204], [-90.8124, 37.8998, 53.4545], [-91.8652, 36.7524, 53.6388], [-92.1208, 35.9848, 52.5775], [-90.8080, 38.4069, 54.3992], [-91.1196, 38.6468, 52.7390], [-89.7347, 37.6886, 53.2124], [-92.6978, 37.1342, 53.8346], [-91.7483, 36.0428, 54.6046], [-92.7536, 35.4826, 53.0719], [-93.0465, 33.5999, 49.8101], [-94.4715, 33.4281, 49.6734], [-94.7745, 32.7186, 48.4674], [-92.4034, 32.6306, 49.5063], [-92.8208, 33.9185, 50.8290], [-92.7201, 34.2749, 49.0660], [-95.1388, 34.2482, 49.7761], [-94.8060, 32.7343, 50.4625], [-95.7283, 32.2769, 48.4777], [-93.1949, 26.3833, 53.1119], [-93.4173, 26.1993, 51.6190], [-93.9782, 24.9253, 51.3856], [-92.7027, 25.6308, 53.5702], [-94.0691, 26.6561, 53.5126], [-92.5424, 27.1880, 53.4193], [-92.3647, 26.2694, 51.0879], [-93.9817, 27.0160, 51.0885], [-93.6874, 24.5895, 50.5014]],
  "atomic_forces_ev_per_a": [[1.704, -2.084, 1.649], [1.532, -1.514, -0.115], [-1.570, -0.913, 1.314], [1.209, 0.468, -1.185], [4.643, 5.802, -2.730], [2.155, 0.538, -1.184], [-2.035, -0.434, 2.556], [-0.174, -2.615, -0.371], [0.487, 2.797, 1.141], [-0.403, 0.434, 1.489], [-2.739, 0.690, -0.958], [0.867, 1.857, -1.697], [-0.293, 0.246, 0.496], [-0.031, 0.261, -0.147], [0.931, 0.370, 1.254], [-0.917, -0.272, -2.414], [-1.682, 0.332, -0.955], [-1.009, -2.333, -0.413], [-1.831, -2.988, 4.025], [-1.264, 0.294, -0.626], [-0.523, 0.997, 1.172], [0.258, -2.846, -2.177], [1.079, 1.497, -2.083], [0.100, 0.317, 1.987], [-1.830, 0.651, -0.111], [0.490, -1.193, 0.358], [0.659, -0.589, -0.122], [-0.944, 1.782, -0.063], [-1.353, 1.144, -0.072], [3.059, -0.618, 1.466], [-0.025, -0.954, -0.091], [0.463, -0.755, -0.296], [-1.115, -0.541, -1.036], [-4.096, -1.249, -1.495], [-1.607, -2.558, -0.467], [2.003, 4.050, 1.244], [0.560, -0.869, -0.171], [1.909, -0.087, 1.198], [1.222, 0.687, -0.402], [8.742, 1.359, -7.792], [-0.485, 1.950, 0.649], [0.036, 0.267, 0.220], [-0.715, -0.468, 0.762], [-0.315, -2.126, 0.335], [-7.246, -0.929, 5.775], [1.427, -2.075, -2.105], [0.312, 1.274, -0.336], [0.593, 1.261, -0.128], [-0.359, 0.701, 1.108], [-1.235, -0.525, 0.863], [-0.797, -0.580, 0.467], [0.406, -0.076, 0.358], [1.318, 2.220, 3.697], [-0.703, -0.889, -2.067], [0.223, -1.585, -0.533], [0.309, -0.609, -0.742], [-1.394, 1.180, -0.816], [-0.536, 4.311, -2.347], [2.395, 0.160, -0.603], [-0.597, 0.041, 0.161], [0.240, -2.746, 3.582], [-0.805, 0.618, 0.008], [-0.755, -2.380, -0.833], [-8.285, 0.069, 0.794], [2.113, -0.754, -1.019], [1.014, 0.596, -1.141], [2.763, -1.520, 0.533], [1.377, 0.770, 1.439], [1.132, 0.891, -0.669], [-3.129, -3.647, 1.672], [-16.438, 0.783, -5.645], [-1.001, 0.038, 1.224], [2.152, 3.376, -0.811], [0.432, -0.009, 1.480], [0.842, -1.498, -0.862], [17.508, 2.077, 3.520], [-0.596, -1.251, 0.125], [0.204, 0.049, -0.604], [-2.045, 0.043, 1.924], [2.988, -1.046, -0.577], [0.390, 0.082, -0.518], [0.910, 0.868, -2.097], [-0.243, -0.794, 0.633], [0.384, -0.685, -0.069], [0.046, -0.465, 0.357], [-2.036, 1.943, 0.581], [-0.316, 0.078, -0.124], [1.487, -1.123, -0.831], [-2.309, -1.243, 1.348], [0.071, 3.308, 3.484], [1.935, -0.583, 0.925], [-3.930, 1.510, -0.921], [0.262, 0.533, -0.338], [1.982, 0.545, 0.022], [1.214, -0.403, -0.856], [-0.764, -2.530, -2.796], [0.442, -1.079, 0.342], [7.966, -0.918, 2.132], [0.499, -2.103, -2.484], [0.108, 0.442, 0.685], [-0.457, -0.039, -0.440], [-1.242, -0.524, 0.168], [-6.874, 4.398, 2.276], [0.926, 1.519, -1.489], [-1.511, -1.847, -1.193], [2.775, -1.683, -0.505], [-2.706, -3.622, 0.600], [-2.529, -1.314, -0.961], [-1.762, 1.712, 1.078], [0.347, 0.158, -0.243], [0.693, 1.283, -0.469], [0.035, 1.458, -0.060], [0.089, 0.238, 0.354], [3.105, 1.717, 0.269], [1.272, 2.146, -2.761], [2.959, 0.724, -1.722], [0.179, -0.587, -0.949], [0.859, -3.229, 1.242], [-3.507, 0.325, 2.086], [0.373, 0.901, -0.783], [-1.707, -0.227, 0.880], [0.121, -0.687, 0.970], [-0.516, 0.672, 1.146]]
}